1.
{
  "formula": "C7H11Cl",
  "method": "the ωB97M-V functional and the def2-TZVPD basis",
  "species": ["Cl", "C", "C", "C", "H", "H", "H", "H", "H", "C", "C", "C", "C", "H", "H", "H", "H", "H", "H"],
  "coordinates": [[-1.3811, 1.5187, -1.4017], [-1.4795, 0.6983, 0.2374], [-0.8822, 1.5842, 1.3380], [-2.3765, 1.4009, 1.2725], [-1.3277, -0.4298, 0.2771], [-0.6822, 2.5737, 1.0889], [-0.2859, 1.1871, 2.1106], [-3.0726, 0.6672, 1.7023], [-2.9114, 2.3235, 0.9898], [2.4669, 0.1872, 0.5462], [1.8330, -0.3836, -0.4893], [1.2585, -1.0110, -1.4402], [0.5722, -2.3731, -1.4193], [3.5079, -0.0994, 0.5988], [1.9935, 0.7825, 1.1801], [1.1711, -0.5169, -2.4012], [-0.4146, -2.3863, -1.7410], [1.1642, -3.1230, -2.0522], [0.8462, -2.6001, -0.3970]],
  "e_above_lowest_ev": 3.506,
  "orbital_gap_ev": 10.56,
  "smiles": "ClC1CC1.C=C=CC",
  "total_energy_ha": -733.36667
}

---

2.
{
  "formula": "C7H11Cl4FO5",
  "method": "the ωB97M-V functional and the def2-TZVPD basis",
  "species": ["O", "C", "O", "C", "F", "C", "O", "C", "O", "C", "C", "O", "H", "H", "H", "H", "H", "H", "H", "H", "H", "H", "H", "Cl", "C", "Cl", "Cl", "Cl"],
  "coordinates": [[-3.4933, -3.4555, 0.4404], [-2.9644, -3.3783, -0.6537], [-2.7661, -2.1745, -1.2801], [-1.4875, -2.0245, -1.7981], [-1.5897, -1.7123, -3.1204], [-0.7171, -0.9516, -1.0986], [-1.3994, 0.2739, -1.2174], [-0.5703, 1.3938, -1.1067], [0.3089, 1.3040, -0.0321], [1.6942, 1.2666, -0.3147], [2.3625, 0.0370, 0.3279], [3.0289, -0.7690, -0.6227], [-2.6672, -4.2701, -1.2106], [-0.9151, -2.9477, -1.7482], [-0.5885, -1.2004, -0.0552], [0.2416, -0.8910, -1.6033], [-1.2446, 2.2179, -0.9237], [-0.0569, 1.5726, -2.0509], [1.9257, 1.2037, -1.3721], [2.1529, 2.1503, 0.1050], [3.1308, 0.3729, 1.0043], [1.6226, -0.5234, 0.8873], [2.4817, -0.8711, -1.3980], [1.9431, 2.2498, 3.2756], [0.2994, 2.6751, 3.7695], [-0.7676, 1.2958, 3.5046], [0.2966, 3.1080, 5.4808], [-0.2609, 4.0478, 2.8110]],
  "orbital_gap_ev": 10.56,
  "smiles": "O=CO[C@@H](F)COCOCCO.ClC(Cl)(Cl)Cl",
  "total_energy_ha": -2590.08674
}

---

3.
{
  "formula": "C7H11ClN4O4W",
  "method": "the ωB97M-V functional and the def2-TZVPD basis",
  "species": ["W", "O", "C", "O", "C", "C", "N", "N", "C", "C", "O", "O", "H", "H", "H", "N", "C", "C", "N", "H", "H", "H", "H", "H", "H", "H", "H", "Cl"],
  "coordinates": [[1.1806, 0.3896, -0.7038], [-1.7689, -3.1240, 3.0971], [-1.0303, -2.2379, 3.7333], [-0.9160, -2.1825, 4.9182], [-0.2467, -1.2346, 2.9101], [0.5625, -0.2629, 3.5158], [1.1107, 0.4766, 2.5543], [0.7260, 0.0556, 1.3318], [-0.1025, -0.9892, 1.5559], [-0.6579, -1.6137, 0.3273], [-1.4215, -2.5193, 0.2820], [-0.1986, -0.9637, -0.7834], [-1.7540, -3.0732, 2.1236], [0.7558, -0.0910, 4.5640], [1.7779, 1.2310, 2.6613], [1.0277, 0.2795, -2.9056], [0.1798, 1.3658, -3.4769], [-0.9810, 1.5773, -2.5284], [-0.3904, 1.7723, -1.1586], [1.9291, 0.2757, -3.3861], [0.6008, -0.6291, -3.1060], [-0.1640, 1.1035, -4.4767], [0.7950, 2.2645, -3.5532], [-1.6226, 0.6974, -2.4813], [-1.5846, 2.4429, -2.7963], [-1.1324, 1.6460, -0.4646], [-0.0864, 2.7463, -1.0578], [3.4119, 0.5971, -0.6961]],
  "charge": 2,
  "s2": 2.010,
  "spin_multiplicity": 3,
  "e_above_lowest_ev": 0.221,
  "orbital_gap_ev": [6.66, 7.26],
  "total_energy_ha": -1320.07714
}

---

4.
{
  "formula": "C7H11FGaOP2S",
  "method": "the ωB97M-V functional and the def2-TZVPD basis",
  "species": ["O", "P", "Ga", "F", "C", "C", "C", "C", "C", "C", "C", "P", "S", "H", "H", "H", "H", "H", "H", "H", "H", "H", "H", "H"],
  "coordinates": [[-1.4015, -0.9914, -2.4571], [0.0783, -0.5991, -2.3919], [0.4064, 1.5446, -1.3952], [1.5744, 2.4862, -2.5411], [1.3542, 1.2837, 0.4366], [0.8029, -0.0736, 0.9985], [-0.6560, -0.2914, 0.9510], [-1.2844, -1.5266, 1.4008], [-0.3986, -2.5713, 1.9460], [1.0239, -2.3356, 2.0186], [1.6813, -1.1178, 1.5437], [-1.5824, 2.8071, -1.2142], [-3.2390, 1.7497, -1.4701], [0.7228, -0.6488, -3.6677], [0.6813, -1.5914, -1.5321], [2.4655, 1.2364, 0.2632], [1.1273, 2.1304, 1.1348], [-1.3257, 0.4971, 0.5384], [-2.3843, -1.6536, 1.3119], [-0.8982, -3.5052, 2.2859], [1.6825, -3.1309, 2.4544], [2.7830, -0.9715, 1.5859], [-1.6017, 3.4694, 0.0517], [-1.6119, 3.8035, -2.2521]],
  "charge": -1,
  "e_above_lowest_ev": 0.000,
  "orbital_gap_ev": 7.62,
  "total_energy_ha": -3454.20160
}

---

5.
{
  "formula": "C7H11FN3O2P",
  "method": "the ωB97M-V functional and the def2-TZVPD basis",
  "species": ["C", "C", "C", "C", "C", "C", "C", "N", "N", "N", "O", "O", "F", "P", "H", "H", "H", "H", "H", "H", "H", "H", "H", "H", "H"],
  "coordinates": [[-1.3858, 0.6381, 1.2047], [-1.4737, 0.7354, -1.2048], [-2.5307, -0.1684, 1.2266], [-2.6299, -0.0605, -1.1872], [-0.8087, 1.0744, -0.0479], [-3.1088, -0.4349, 0.0378], [0.3891, 1.9014, -0.0447], [0.6951, -1.4479, 0.3770], [3.4194, -1.5463, -0.4678], [1.4912, 0.2524, -1.2687], [2.5511, -0.0223, 1.2721], [1.0710, 2.1241, 0.9763], [-4.3077, -1.0592, 0.0566], [2.0775, -0.6219, -0.1385], [-0.8600, 0.9585, 2.1974], [-1.1934, 1.0720, -2.2264], [-2.8937, -0.4721, 2.1619], [-3.1485, -0.3828, -2.1443], [0.4870, 2.5137, -0.9462], [0.0613, -0.6652, 0.5810], [0.9320, -1.9044, 1.2724], [3.4346, -1.9487, -1.4047], [3.6916, -2.1870, 0.2424], [1.8838, 0.8246, -1.9893], [2.1560, 0.8268, 1.4645]],
  "s2": 2.031,
  "spin_multiplicity": 3,
  "orbital_gap_ev": [6.26, 5.87],
  "total_energy_ha": -1029.20117
}

---

6.
{
  "formula": "C7H11FeO6",
  "method": "the ωB97M-V functional and the def2-TZVPD basis",
  "species": ["O", "O", "O", "C", "C", "H", "H", "H", "Fe", "C", "H", "C", "H", "O", "C", "O", "O", "C", "C", "H", "H", "H", "H", "H", "H"],
  "coordinates": [[0.5254, 1.3811, 1.5798], [-0.8932, 2.0557, 3.1756], [-0.5665, -0.1058, 2.7639], [-0.3162, 1.1040, 2.4851], [-0.8258, 2.0223, 4.6015], [0.0060, 2.6655, 4.9063], [-0.6632, 1.0502, 5.0787], [-1.7930, 2.3867, 4.9625], [0.6067, -0.5628, 1.2828], [0.2867, -0.7967, -1.2106], [0.8118, -0.4774, -2.1061], [-0.9011, -0.8683, -0.4794], [-1.4443, -1.8062, -0.3445], [-0.7365, 1.0878, -2.3329], [-1.8008, 0.8223, -1.7797], [-1.7872, 0.2028, -0.5923], [-2.8716, 0.5052, -2.4321], [-4.0237, 1.3701, -2.2526], [-4.7413, 1.4519, -3.5745], [-3.6755, 2.3554, -1.9180], [-4.6450, 0.9252, -1.4652], [-4.1004, 1.9615, -4.3057], [-5.6709, 2.0257, -3.4679], [-4.9824, 0.4524, -3.9583], [1.0157, -1.6158, -1.1400]],
  "charge": 2,
  "s2": 8.788,
  "spin_multiplicity": 6,
  "e_above_lowest_ev": 0.000,
  "orbital_gap_ev": [7.28, 4.27],
  "total_energy_ha": -1987.57982
}

---

7.
{
  "formula": "C7H11I2N2O2Yb",
  "method": "the ωB97M-V functional and the def2-TZVPD basis",
  "species": ["C", "I", "H", "H", "H", "C", "C", "N", "H", "I", "N", "H", "Yb", "C", "O", "C", "C", "H", "H", "H", "C", "H", "H", "H", "O"],
  "coordinates": [[1.6905, 2.4721, 0.7882], [2.7107, -0.7344, 1.7675], [1.4720, 3.3862, 0.2148], [1.9390, 1.6393, 0.0966], [2.5190, 2.6057, 1.4909], [-0.2512, -1.9076, -1.9273], [-0.8815, -0.5820, -0.2647], [-0.2941, -1.7704, -0.5439], [-0.8145, -0.4047, -3.4787], [-2.6008, -0.5269, 1.0569], [-0.8701, 0.1523, -1.4001], [-0.0841, -2.8626, -2.4009], [-0.1317, -0.2975, 2.6493], [0.5541, 2.0563, 1.5385], [-0.3304, 2.1870, 2.3233], [-0.6272, -0.7213, -2.4576], [-1.1462, 1.5958, -1.5487], [-1.6277, 1.7222, -2.5360], [-0.2005, 2.1777, -1.5022], [-1.7941, 1.9610, -0.7321], [0.0514, -2.8364, 0.3780], [0.4720, -3.6833, -0.1871], [-0.8072, -3.1222, 0.9879], [0.8407, -2.4888, 1.0673], [0.2120, -0.0174, 4.6201]],
  "charge": -2,
  "s2": 0.752,
  "spin_multiplicity": 2,
  "e_above_lowest_ev": 0.696,
  "orbital_gap_ev": [2.92, 2.95],
  "total_energy_ha": -2287.21871
}

---

8.
{
  "formula": "C7H11IN3",
  "method": "the ωB97M-V functional and the def2-TZVPD basis",
  "species": ["C", "C", "C", "C", "C", "C", "C", "N", "N", "N", "I", "H", "H", "H", "H", "H", "H", "H", "H", "H", "H", "H"],
  "coordinates": [[-0.1484, -2.1049, -1.1216], [-0.8530, -1.6907, -2.2246], [0.2910, 0.1340, -0.7775], [0.4282, -0.2578, 2.0264], [0.8020, -1.3511, 1.0379], [-0.2675, 0.9027, 1.3730], [0.4416, 2.5936, -0.4190], [0.2850, -1.1235, -0.3080], [-1.1992, -0.3702, -2.2333], [0.2511, 1.1905, -0.0181], [-2.1096, 0.4634, -3.8011], [-0.0172, -3.0675, -0.6282], [-1.1466, -2.3087, -3.0963], [-0.1875, -0.6931, 2.9228], [1.3132, 0.2239, 2.6158], [1.8695, -1.6266, 1.0226], [0.2649, -2.2385, 1.4928], [-1.4475, 0.8726, 1.5134], [0.0173, 1.7950, 2.0612], [1.1743, 3.0674, 0.2342], [0.7913, 2.5543, -1.4070], [-0.5528, 3.0352, -0.2654]],
  "charge": 1,
  "e_above_lowest_ev": 3.433,
  "orbital_gap_ev": [7.26, 7.26],
  "total_energy_ha": -734.89714
}

---

9.
{
  "formula": "C7H11N",
  "method": "the ωB97M-V functional and the def2-TZVPD basis",
  "species": ["C", "C", "C", "C", "C", "C", "C", "N", "H", "H", "H", "H", "H", "H", "H", "H", "H", "H", "H"],
  "coordinates": [[1.1342, 1.1128, 1.3702], [0.6542, 0.7728, 0.1650], [0.8590, 1.5608, -1.1491], [-0.2297, -0.4314, 0.0191], [-0.7848, -0.9288, 1.4451], [0.1147, -1.4769, -1.0255], [-1.8553, 0.0899, -0.6087], [-2.9223, 0.1817, -0.9895], [1.0768, 0.5094, 2.2276], [1.7693, 1.9671, 1.3468], [1.2237, 2.5623, -0.9129], [-0.1218, 1.8540, -1.6611], [1.3405, 0.9732, -1.9555], [-0.0260, -1.4434, 2.0881], [-1.6030, -1.5114, 1.3812], [-1.0813, -0.1850, 2.1100], [1.1350, -1.8089, -1.2279], [-0.3379, -1.4147, -2.0424], [-0.3454, -2.3836, -0.5804]],
  "e_above_lowest_ev": 3.074,
  "orbital_gap_ev": 10.77,
  "smiles": "C=C(C)C(C)(C)C#N",
  "total_energy_ha": -327.97500
}

---

10.
{
  "formula": "C7H11N",
  "method": "the ωB97M-V functional and the def2-TZVPD basis",
  "species": ["C", "C", "C", "C", "C", "C", "N", "C", "H", "H", "H", "H", "H", "H", "H", "H", "H", "H", "H"],
  "coordinates": [[0.6251, 1.6153, 1.9967], [1.2204, 0.3882, 1.3332], [1.2642, 0.2327, -0.0963], [-0.0291, -0.4260, -0.6320], [-1.0028, 0.3259, -1.3167], [-1.9379, -0.6502, -1.8034], [-1.6026, -1.8620, -1.3456], [-0.3643, -1.8074, -0.6204], [1.1865, 2.7106, 1.9918], [0.1685, 1.3969, 2.9098], [-0.1160, 1.9082, 1.2384], [2.3483, 0.3382, 1.7082], [0.8393, -0.5272, 1.8538], [1.2357, 1.1232, -0.6281], [2.0077, -0.3894, -0.6471], [-0.9065, 1.3296, -1.6380], [-2.7537, -0.4187, -2.5214], [-2.1213, -2.6897, -1.7042], [-0.0617, -2.5982, -0.0788]],
  "e_above_lowest_ev": 2.273,
  "orbital_gap_ev": 8.98,
  "smiles": "CCCc1cc[nH]c1",
  "total_energy_ha": -328.00444
}

---

11.
{
  "formula": "C7H11N",
  "method": "the ωB97M-V functional and the def2-TZVPD basis",
  "species": ["C", "C", "C", "C", "N", "C", "C", "C", "H", "H", "H", "H", "H", "H", "H", "H", "H", "H", "H"],
  "coordinates": [[1.1890, 0.2482, 1.0294], [0.3034, -0.9965, 0.9153], [-0.9147, -1.7570, 1.4608], [-1.1018, -0.6105, 0.4389], [-1.1270, -0.2698, -1.0068], [-0.3124, 0.9700, -0.9001], [0.8975, 1.7079, -1.5399], [1.1037, 0.5968, -0.4977], [0.7412, 0.9936, 1.6423], [2.1716, -0.0459, 1.3070], [0.7641, -1.7039, 0.1874], [-1.3786, -1.5479, 2.4204], [-0.7676, -2.8590, 1.2535], [-1.3814, 0.3139, 1.0260], [-2.0925, 0.0858, -1.2406], [-0.7370, 1.6861, -0.1732], [0.7826, 2.8118, -1.3383], [1.3397, 1.5008, -2.5187], [1.4591, -0.2996, -0.9584]],
  "e_above_lowest_ev": 5.318,
  "orbital_gap_ev": 10.32,
  "smiles": "C1[C@H]2C[C@@H]2N[C@@H]2C[C@@H]12",
  "total_energy_ha": -327.89253
}

---

12.
{
  "formula": "C7H11N",
  "method": "the ωB97M-V functional and the def2-TZVPD basis",
  "species": ["H", "N", "C", "C", "C", "C", "C", "C", "C", "H", "H", "H", "H", "H", "H", "H", "H", "H", "H"],
  "coordinates": [[-2.8445, -1.4146, -0.6669], [-2.8995, -0.4250, -0.6757], [-1.8316, 0.1412, -0.3906], [-1.4988, 1.5765, -0.4983], [-0.2283, 1.8625, -0.3297], [0.6419, 0.5544, 0.0447], [1.6075, 0.7496, 1.1796], [-0.4223, -0.5175, 0.1642], [-0.1379, -1.8326, -0.6086], [-2.2405, 2.2547, -0.7682], [0.2919, 2.8356, -0.3009], [1.4302, 0.1736, -0.7585], [1.2815, 1.2778, 2.1719], [2.4931, 1.2671, 0.8710], [1.9599, -0.2166, 1.5673], [-0.7666, -0.7027, 1.2686], [-0.6063, -1.7953, -1.5615], [-0.4049, -2.6802, 0.0905], [0.9071, -1.7824, -0.8021]],
  "e_above_lowest_ev": 2.027,
  "orbital_gap_ev": 10.14,
  "smiles": "[H]/N=C1/C=C[C@@H](C)[C@@H]1C",
  "total_energy_ha": -328.01349
}